This record from OMol25 describes a single C13H15N molecule at a distorted geometry. The level of theory is ωB97M-V/def2-TZVPD.

Calculated values
E_HOMO (alpha / beta) (eV): -7.9 / -7.1
E_LUMO (alpha / beta) (hartree): 0.0271 / -0.0527
Orbital gap (alpha / beta) (eV): 8.612 / 5.691
E_tot (eV): -15210.050
ΔE to the lowest compared entry with this formula, charge and spin (kcal/mol): 112.5

Geometry as ORCA input:
```
! RIJCOSX wB97M-V def2-TZVPD def2/J DEFGRID3
* xyz 0 1
H -1.65 -1.78 -0.41
H -3.49 -1.81 -2.10
C 1.16 0.43 2.11
C 0.31 0.97 3.16
H -3.74 0.10 -3.76
C 0.39 0.16 -0.43
H 0.77 -2.53 1.78
C 1.09 -1.92 1.00
H 0.51 -2.27 0.09
H 2.72 1.61 1.37
H -0.50 -0.52 1.55
C 2.62 0.68 1.92
C -2.79 -0.98 -2.14
N 2.40 1.29 -1.32
H 3.18 0.70 2.83
C -2.93 0.01 -3.16
H -0.38 1.67 2.73
C 0.50 -0.49 1.06
H 3.01 -0.10 1.23
C -1.79 -0.88 -1.17
H -1.97 1.53 -4.20
C -0.87 0.91 -2.44
H -0.26 0.12 3.54
C -1.90 0.89 -3.32
C 1.44 0.79 -0.93
C -0.72 0.02 -1.31
H -0.09 1.67 -2.48
H 0.85 1.55 4.02
H 2.13 -1.83 0.79
*
```